# 1
{"formula": "C11H15MgN4", "method": "ωB97M-V/def2-TZVPD", "orbital_gap_ha": [0.1798, 0.0894], "charge": -1, "species": ["C", "C", "H", "H", "H", "C", "C", "H", "H", "N", "N", "H", "C", "C", "H", "Mg", "H", "H", "N", "C", "H", "H", "C", "C", "C", "N", "H", "H", "C", "H", "H"], "positions_angstrom": [[1.307, -0.938, -1.097], [0.966, -0.359, 3.121], [1.055, 1.759, -4.518], [0.816, 0.451, -5.479], [-1.343, -0.890, -2.056], [-1.329, 0.948, 4.004], [-0.411, 0.458, 4.943], [-1.565, 0.761, -3.000], [1.468, -1.800, -1.732], [1.080, 0.730, -4.524], [0.550, 0.080, 0.723], [1.433, -0.620, 5.205], [1.048, -1.071, 0.248], [-1.066, 0.841, 2.607], [-1.352, -0.473, -5.474], [-0.360, -0.175, -3.029], [-0.703, -2.016, -4.782], [1.086, -1.998, 0.818], [-0.691, 0.849, 7.509], [-1.318, -1.116, -4.577], [1.868, -0.872, 2.828], [-1.806, 1.243, 1.929], [-0.600, 0.652, 6.370], [0.124, 0.205, 2.136], [0.503, 0.909, -0.386], [0.977, 0.300, -1.543], [2.073, 0.473, -4.421], [-2.341, -1.428, -4.319], [0.719, -0.221, 4.493], [0.044, 1.886, -0.369], [-2.231, 1.429, 4.371]], "lowdin_charge": [-0.213, -0.029, 0.047, 0.043, -0.087, -0.034, -0.267, -0.122, 0.107, -0.006, -0.004, 0.111, -0.117, 0.008, -0.079, -0.004, -0.085, 0.125, 0.118, -0.387, 0.101, 0.106, -0.201, -0.141, -0.101, -0.054, 0.044, -0.060, -0.051, 0.121, 0.111]}

# 2
{"formula": "C11H15MnNP", "method": "ωB97M-V/def2-TZVPD", "spin_multiplicity": 5, "orbital_gap_ha": [0.2535, 0.2084], "charge": 0, "s2": 6.429, "species": ["C", "H", "C", "H", "H", "H", "C", "Mn", "C", "H", "H", "C", "N", "P", "H", "H", "C", "C", "H", "H", "H", "H", "H", "C", "C", "H", "C", "H", "C"], "positions_angstrom": [[0.946, 0.561, -1.511], [0.376, -2.309, 6.108], [-0.800, -0.304, 3.598], [1.842, 2.537, -0.867], [-0.650, 3.367, -0.612], [-0.845, -0.719, -2.181], [1.613, -1.091, 4.814], [0.956, -1.047, 0.250], [-0.808, -1.175, 4.693], [1.185, -3.694, -0.189], [-2.230, 1.675, -1.807], [-0.506, 0.212, -1.683], [0.490, 0.614, 1.748], [-0.057, -3.210, 0.389], [-0.310, 1.186, 1.412], [-0.217, -3.457, 1.804], [1.641, -0.219, 3.721], [0.435, 0.125, 3.108], [-1.760, -1.529, 5.081], [-1.722, -0.041, 3.076], [2.541, -1.352, 5.310], [1.785, -0.002, -1.945], [1.336, 1.148, 1.546], [0.393, -1.601, 5.274], [-0.346, 2.397, -0.955], [2.587, 0.143, 3.312], [-1.213, 1.442, -1.521], [-1.265, -3.379, -0.425], [0.957, 1.946, -1.049]], "mulliken_spin": [0.001, 0.002, -0.031, 0.002, -0.001, 0.006, 0.022, 4.049, 0.007, -0.033, 0.002, -0.089, -0.018, 0.018, 0.025, -0.008, -0.040, 0.003, 0.000, -0.007, 0.007, 0.012, 0.011, 0.012, -0.003, -0.006, 0.030, -0.018, 0.045]}

# 3
{"formula": "C11H15N", "method": "ωB97M-V/def2-TZVPD", "spin_multiplicity": 2, "orbital_gap_ha": [0.1230, 0.2470], "charge": -1, "s2": 0.771, "species": ["C", "C", "H", "H", "C", "N", "H", "H", "H", "H", "H", "C", "H", "C", "H", "H", "C", "H", "H", "H", "H", "C", "C", "C", "C", "H", "C"], "positions_angstrom": [[-0.281, -1.697, 2.175], [-1.618, -1.747, 1.849], [0.107, -2.452, 2.856], [-0.487, 2.863, -1.225], [1.870, -1.474, -2.324], [-1.643, 1.236, -0.419], [2.470, -1.115, -1.493], [2.234, 0.084, -3.764], [0.877, 0.408, -2.696], [0.594, -0.694, -3.945], [-2.329, 1.098, -1.142], [0.545, 1.401, 0.125], [2.376, -2.268, -2.873], [-1.377, 0.221, 0.480], [2.182, 2.743, -0.239], [-3.270, -0.809, 0.720], [0.558, -0.666, 1.708], [2.621, 1.074, -0.247], [-2.258, -2.555, 2.189], [1.583, -0.566, 2.061], [1.030, -1.988, -1.835], [-0.423, 1.895, -0.730], [-0.021, 0.324, 0.864], [-2.213, -0.776, 0.982], [1.975, 1.790, 0.268], [2.286, 1.813, 1.309], [1.387, -0.375, -3.254]], "mulliken_spin": [-0.110, 0.110, 0.001, 0.035, 0.035, -0.003, -0.004, -0.014, 0.036, -0.046, -0.066, -0.261, -0.008, -0.064, 0.013, 0.032, 0.427, -0.004, 0.017, 0.052, 0.003, 0.430, 0.080, 0.249, 0.003, 0.007, 0.052]}

# 4
{"formula": "C11H15N", "method": "ωB97M-V/def2-TZVPD", "orbital_gap_ha": 0.3204, "charge": 0, "species": ["H", "H", "N", "C", "C", "H", "H", "C", "H", "C", "H", "H", "H", "C", "H", "C", "H", "C", "H", "H", "C", "H", "C", "H", "C", "C", "H"], "positions_angstrom": [[0.627, 1.161, -3.056], [1.552, 1.753, 1.096], [0.460, -2.405, -0.439], [1.153, 1.589, -1.050], [0.630, -0.622, -1.784], [0.157, -3.895, -1.927], [-2.815, 2.814, 3.203], [1.065, -0.201, 0.574], [-0.174, -2.543, -4.546], [-1.795, 2.444, 3.315], [1.083, -0.497, 1.618], [0.263, -0.859, -4.507], [-0.769, 0.696, 4.201], [0.645, -1.048, -0.439], [-1.109, 3.236, 3.622], [1.303, 1.119, 0.251], [1.508, -2.096, -4.459], [0.836, 0.720, -2.090], [-2.522, 0.537, 3.992], [-1.543, 2.166, 2.289], [0.301, -2.838, -1.742], [0.257, -2.948, 0.379], [0.442, -1.797, -2.596], [-1.797, 1.519, 5.285], [-1.719, 1.234, 4.236], [0.518, -1.833, -4.090], [1.442, 2.594, -1.334]], "lowdin_charge": [0.106, 0.099, 0.069, -0.101, -0.141, 0.123, 0.061, -0.031, 0.075, -0.173, 0.106, 0.068, 0.055, -0.219, 0.062, -0.111, 0.078, -0.027, 0.061, 0.053, -0.059, 0.148, -0.230, 0.057, -0.177, -0.047, 0.097]}

Computed energy relative to the best compared isomer or geometry (same formula, charge and spin), in the same sequence as the records: 2.773 0.000 0.000 0.368 eV.